Entry 1:
Density functional theory data (the ωB97M-V functional and the def2-TZVPD basis) for a structure of composition C12H27MnN6O4.

Geometry as XYZ:
```
50
Properties=species:S:1:pos:R:3:forces:R:3
Mn 0.8090 -0.6287 0.2694 0.013 0.277 -0.193
N 2.8445 -0.8654 0.6243 -0.017 -0.048 0.110
N 2.9312 -1.4144 1.9288 -0.100 -0.072 -0.123
C 1.7831 -2.1014 2.3706 0.280 0.358 0.412
O 1.7961 -2.8287 3.3061 -0.077 -0.159 -0.137
O 0.6831 -1.7364 1.6856 -0.011 -0.162 -0.197
H 3.2730 -1.4766 -0.0744 0.018 0.002 -0.014
H 3.3389 0.0242 0.5919 0.015 -0.012 0.006
H 3.8230 -1.8117 2.1945 0.008 -0.026 0.010
C -3.9896 -2.7578 0.1623 -0.033 -0.002 -0.007
N -2.8934 -1.8025 0.3477 -0.027 0.108 0.046
C -3.3027 -0.4612 0.7675 -0.004 -0.030 -0.041
C -1.6485 -2.0445 -0.0315 -0.022 -0.015 -0.004
O -0.8886 -1.0237 -0.3509 -0.188 0.104 0.102
N -1.1650 -3.2796 -0.1431 0.077 -0.137 -0.140
C -1.6069 -4.3987 0.6944 0.047 -0.010 0.032
C 0.0115 -3.5422 -0.9648 -0.056 -0.030 0.097
H -4.8270 -2.2214 -0.2809 0.006 0.017 -0.009
H -4.3130 -3.1837 1.1111 0.005 0.001 0.001
H -3.6932 -3.5498 -0.5176 -0.001 0.013 -0.002
H -4.0638 -0.5599 1.5383 -0.001 -0.028 0.002
H -3.7164 0.0994 -0.0709 0.003 -0.019 -0.019
H -2.4596 0.0796 1.1808 0.051 0.017 0.029
H -2.2258 -4.0402 1.5103 0.018 0.007 -0.008
H -0.7201 -4.8628 1.1253 0.007 0.006 0.004
H -2.1485 -5.1460 0.1160 -0.001 0.012 -0.011
H 0.1243 -2.7784 -1.7295 -0.010 0.025 -0.033
H -0.1178 -4.4990 -1.4677 -0.006 -0.012 0.005
H 0.9122 -3.6137 -0.3461 0.004 0.003 0.011
C 1.6358 2.2426 -3.1639 -0.034 0.029 -0.012
N 1.3161 2.8658 -1.8782 -0.004 -0.070 -0.108
C 1.3117 4.3362 -1.8663 -0.026 0.028 0.009
C 0.4530 4.8593 -0.7359 -0.004 -0.047 -0.014
C 0.8697 4.1935 0.5573 -0.025 0.038 0.002
N 0.8228 2.7312 0.3924 0.034 -0.130 -0.027
C 0.6496 1.8982 1.5671 0.166 0.075 0.023
C 1.0685 2.1476 -0.7948 -0.023 0.148 0.033
O 1.0773 0.8561 -0.8811 0.089 -0.171 0.123
H 0.8767 2.5114 -3.8974 -0.013 0.011 0.009
H 1.6697 1.1656 -3.0677 0.006 -0.021 0.015
H 2.6020 2.6075 -3.5103 0.012 0.018 0.018
H 0.9234 4.6647 -2.8287 0.003 -0.015 -0.025
H 2.3400 4.6948 -1.7846 0.024 -0.014 0.001
H -0.6002 4.6539 -0.9371 0.009 0.002 0.002
H 0.5710 5.9379 -0.6528 0.002 0.007 0.006
H 0.1898 4.4600 1.3639 -0.009 -0.025 0.014
H 1.8774 4.4986 0.8491 0.015 -0.010 0.015
H 0.4715 2.5324 2.4313 -0.043 0.008 -0.003
H 1.5517 1.3183 1.8126 -0.061 0.021 -0.019
H -0.2273 1.2495 1.4778 -0.119 -0.069 0.013
```
Forces are in eV/Å.

Output
total charge	+2
expectation value of S²	6.046
spin multiplicity	5
HOMO level (spin up / spin down)	-15.454 / -15.469	eV
relative energy (zero: lowest compared OMol25 entry of this formula, charge and spin)	0.0	kcal per mole

***

Entry 2:
Density functional theory data (the ωB97M-V functional and the def2-TZVPD basis) for a cluster of 2 separate species, C12H27NO3PS in total.

Geometry as XYZ:
```
45
Properties=species:S:1:pos:R:3:forces:R:3
C 0.4013 -1.0472 4.4315 -0.018 -0.283 -0.076
P -0.2772 0.2895 3.3590 0.293 0.454 0.162
O -0.6416 1.4621 4.4434 -0.344 -0.307 0.097
C -1.9801 -0.3250 2.8562 0.105 -0.086 -0.420
O -2.1223 -0.6438 1.7011 -0.097 0.001 0.331
O -3.0472 -0.2189 3.6917 0.078 -0.206 -0.104
C -3.0922 -1.1820 4.7577 -0.070 0.136 0.190
S -4.6075 -0.8200 5.6729 -0.088 0.015 -0.070
H 0.7415 -0.5559 5.3504 -0.021 -0.097 -0.149
H 1.2748 -1.4746 3.9310 -0.085 0.025 0.126
H -0.2765 -1.8623 4.6878 0.036 0.080 -0.004
H -1.2745 1.1833 5.1247 0.120 0.246 -0.081
H -2.2407 -1.0665 5.4323 -0.015 -0.103 -0.115
H -3.1252 -2.1880 4.3309 0.093 0.132 0.018
H -4.1208 -1.2057 6.8552 0.029 -0.004 0.090
C 1.9086 2.0790 -4.4638 0.069 -0.018 0.032
C 2.6444 1.3151 -3.3672 -0.090 0.051 0.001
C 2.1771 -0.1338 -3.1624 0.153 0.042 0.031
C 0.6855 -0.4508 -3.1861 0.071 -0.067 -0.059
N -0.1952 -0.0728 -2.0030 -0.206 -0.062 0.011
C -0.2349 -1.1648 -0.9585 0.084 -0.024 0.073
C 1.0162 -0.9500 -0.1232 0.069 0.028 -0.043
C 1.2476 0.5750 -0.1510 0.030 -0.005 -0.007
C 0.2740 1.1130 -1.2009 -0.053 0.130 0.092
C -1.5738 0.1719 -2.5227 0.075 -0.034 -0.015
H 0.8283 2.1118 -4.3019 -0.005 0.026 0.007
H 2.2535 3.1111 -4.5023 0.021 -0.002 -0.032
H 2.0872 1.6360 -5.4446 -0.058 -0.034 -0.007
H 2.6060 1.8781 -2.4334 -0.033 -0.020 0.026
H 3.7046 1.2697 -3.6205 0.010 -0.003 0.007
H 2.6545 -0.5536 -2.2775 -0.014 -0.014 0.004
H 2.5705 -0.7208 -3.9972 -0.054 -0.029 -0.023
H 0.5637 -1.5280 -3.2893 -0.046 -0.006 -0.001
H 0.2261 -0.0024 -4.0644 0.031 0.115 0.033
H -1.1323 -0.9965 -0.3649 0.040 0.005 0.026
H -0.2975 -2.1327 -1.4492 -0.041 0.008 -0.041
H 1.8641 -1.4846 -0.5484 -0.004 -0.019 0.019
H 0.8717 -1.3272 0.8869 -0.062 0.021 0.013
H 2.2844 0.8190 -0.3753 -0.023 -0.006 -0.082
H 1.0077 1.0218 0.8114 0.030 -0.022 0.011
H 0.6571 1.8795 -1.8652 0.038 -0.035 -0.059
H -0.6183 1.5056 -0.7159 -0.012 -0.010 0.010
H -1.9182 -0.7224 -3.0368 -0.005 0.007 -0.027
H -1.5443 1.0123 -3.2119 -0.016 0.004 -0.009
H -2.2301 0.3970 -1.6868 -0.015 -0.030 0.015
```
Forces are in eV/Å.

Output
total charge	+1
HOMO level	-11.764	eV

***

What is the total charge in the first record?
+2

***

The lowest total charge belongs to which entry?
C12H27NO3PS